Entry 1:
Molecular formula: C14H16
Method: DFT, the ωB97M-V functional and the def2-TZVPD basis

Each line ends with the Löwdin spin population.
Atoms and positions in Å:
C -0.784 4.393 -1.002  0.000
C -0.389 1.786 1.763  0.000
C -1.315 0.857 1.352  0.000
C -0.204 2.926 0.975  0.000
C -0.980 3.166 -0.146  0.000
C -2.042 1.000 0.173  0.000
C -1.868 2.159 -0.555  0.000
H 0.190 1.823 2.678  0.000
H -1.438 0.000 2.021  0.000
H 0.579 3.646 1.150  0.000
H -2.846 0.322 -0.050  0.000
H -1.715 4.931 -1.104  0.000
H -0.545 4.082 -2.024  0.000
H -2.485 2.322 -1.437  0.000
H -0.018 5.025 -0.581  0.000
C 1.081 -1.637 -2.148  0.067
C 1.291 -2.393 -0.918  0.279
C 2.057 -1.882 0.156  0.093
C 0.445 -3.530 -0.695  0.103
C 1.852 -2.323 1.430  0.056
C 0.184 -3.921 0.577  0.046
C 0.796 -3.235 1.651  0.295
H 1.378 -2.218 -3.037  0.027
H 1.618 -0.708 -2.137  0.000
H 2.852 -1.159 -0.004  0.001
H -0.162 -3.920 -1.499  0.001
H 2.462 -1.992 2.248  0.000
H -0.502 -4.701 0.858  -0.001
H 0.476 -3.396 2.674  0.013
H 0.033 -1.425 -2.369  0.021

Output
**Charge**: +1
**2S+1**: 2
**Energy relative to the best compared isomer or geometry (same formula, charge and spin)**: 42.9 kJ/mol
**HOMO-LUMO gap (spin up / spin down)**: 7.01 / 3.47 eV
**HOMO (spin up / spin down)**: -11.45 / -11.45 eV
**Maximum force**: 1.8 eV/Å

---

Entry 2:
Molecular formula: C14H16AgN7O3S2
Method: DFT, the ωB97M-V functional and the def2-TZVPD basis

Each line ends with the natural charge from an NBO analysis.
Atoms and positions in Å:
Ag 0.079 -1.795 -1.376  0.809
C 1.896 -1.154 3.701  -0.665
C 2.421 -1.963 2.518  0.378
N 3.627 -2.453 2.400  -0.262
N 3.673 -2.975 1.138  -0.375
C 2.499 -2.802 0.465  0.218
S 2.319 -3.199 -1.117  -0.263
N 1.669 -2.215 1.388  -0.258
N 0.230 -2.109 1.269  -0.642
H 2.233 -0.124 3.644  0.274
H 2.225 -1.701 4.590  0.239
H 0.805 -1.054 3.667  0.228
H 4.475 -3.462 0.772  0.429
H -0.187 -2.881 1.825  0.372
H 0.059 -1.206 1.710  0.410
O 0.303 0.925 -2.724  -0.642
C 0.566 1.296 -1.578  0.632
N 0.778 0.407 -0.553  -0.987
S 1.191 1.173 0.835  2.279
O 0.263 0.922 1.895  -0.996
O 2.558 0.920 1.233  -0.962
C 1.032 2.887 0.240  -0.219
C 1.011 4.132 0.845  -0.214
C 0.740 5.282 0.081  -0.203
C 0.625 5.138 -1.313  -0.196
C 0.593 3.872 -1.940  -0.176
C 0.714 2.757 -1.123  -0.152
H 1.112 4.273 1.908  0.226
H 0.524 6.191 0.561  0.218
H 0.480 5.978 -1.976  0.214
H 0.398 3.687 -2.992  0.239
C -2.926 0.295 -1.594  -0.662
C -3.171 -1.165 -1.653  0.392
N -2.243 -2.085 -1.628  -0.567
C -2.833 -3.312 -1.694  -0.085
C -4.185 -3.163 -1.716  -0.116
N -4.393 -1.767 -1.691  -0.517
H -3.797 0.848 -1.142  0.224
H -2.762 0.680 -2.622  0.251
H -1.996 0.392 -1.073  0.257
H -2.274 -4.288 -1.684  0.226
H -5.059 -3.843 -1.753  0.228
H -5.273 -1.339 -1.745  0.415

Output
**HOMO-LUMO gap**: 8.64 eV
**HOMO**: -8.17 eV
**Maximum force**: 2.8 eV/Å

---

Entry 3:
Molecular formula: C14H16BClF4N4O5Se4V
Method: DFT, the ωB97M-V functional and the def2-TZVPD basis

Each line ends with the Löwdin spin population.
Atoms and positions in Å:
V 0.412 -2.237 -0.135  1.911
Se 1.759 -3.139 1.448  0.141
Se 1.274 -3.417 3.618  0.285
Se -1.818 -4.868 1.926  0.258
Se -0.884 -4.145 0.003  0.260
F 2.049 -3.214 -1.583  0.011
B 3.296 -2.513 -1.878  0.000
F 3.820 -1.945 -0.708  0.003
F 3.006 -1.491 -2.798  0.000
F 4.195 -3.419 -2.424  0.000
O -2.482 -1.761 -2.963  0.004
Cl -1.175 -1.419 -2.498  0.005
O -0.508 -0.579 -3.451  0.002
O -0.407 -2.613 -2.264  0.019
O -1.276 -0.714 -1.237  0.014
N 0.624 7.116 -4.371  0.001
C 0.795 6.166 -3.743  0.000
C 1.003 5.001 -2.958  0.001
C 0.422 3.779 -3.322  0.000
C 0.605 2.656 -2.548  0.001
C 1.378 2.724 -1.385  0.000
C 1.977 3.934 -1.030  0.001
C 1.790 5.057 -1.803  0.000
N 1.514 1.596 -0.576  0.006
C 1.755 1.560 0.793  -0.002
C 1.654 0.260 1.160  0.008
N 1.362 -0.503 0.055  0.022
C 1.301 0.310 -0.965  0.021
H -0.189 3.726 -4.213  0.000
H 0.138 1.721 -2.834  0.000
H 2.606 3.987 -0.152  0.000
H 2.250 5.996 -1.526  0.000
H 1.937 2.444 1.376  0.000
H 1.791 -0.200 2.124  0.001
H 1.193 0.014 -1.995  0.002
C -3.494 -1.398 3.800  0.000
N -2.212 -1.109 3.187  0.001
C -1.126 -0.771 4.089  0.001
C -1.973 -1.408 1.894  0.002
C -3.169 -1.773 1.060  0.006
O -0.837 -1.327 1.420  0.007
H -3.408 -1.199 4.866  0.000
H -3.761 -2.450 3.667  0.001
H -4.292 -0.771 3.395  0.000
H -1.410 0.102 4.686  0.000
H -0.241 -0.544 3.506  0.001
H -0.877 -1.618 4.728  0.001
H -3.984 -1.062 1.216  0.000
H -3.502 -2.776 1.329  0.004
H -2.883 -1.764 0.015  0.003

Output
**Charge**: -2
**2S+1**: 4
**Energy relative to the best compared isomer or geometry (same formula, charge and spin)**: 285.1 kJ/mol
**HOMO-LUMO gap (spin up / spin down)**: 3.86 / 4.23 eV
**HOMO (spin up / spin down)**: -0.38 / -0.76 eV
**Maximum force**: 2.5 eV/Å

---

Entry 4:
Molecular formula: C14H16FNO2S
Method: DFT, the ωB97M-V functional and the def2-TZVPD basis

Each line ends with the natural charge from an NBO analysis.
Atoms and positions in Å:
N 3.781 -1.853 -4.072  -0.327
F -2.567 -0.582 5.597  -0.322
C 2.643 -2.049 -3.958  0.086
O -0.238 -1.026 -0.252  -0.547
O 2.360 2.123 -0.937  -0.729
S 0.833 -2.354 -3.935  0.275
C -0.936 -1.089 3.915  -0.270
C -2.731 0.478 3.493  -0.274
C -0.477 -0.872 2.615  -0.185
C -2.341 0.634 2.177  -0.190
C -2.063 -0.385 4.356  0.390
C -1.206 -0.057 1.742  -0.042
C 0.436 -2.339 -2.156  -0.527
C 0.132 2.234 -1.877  -0.632
C 1.332 0.051 -1.709  -0.454
C 0.496 1.203 0.359  -0.442
C 0.115 -0.911 -1.634  0.099
C -0.665 0.185 0.342  0.092
C 1.073 1.418 -1.035  0.256
H 3.072 1.518 -0.664  0.470
H -0.434 -1.774 4.566  0.229
H -3.595 1.034 3.871  0.229
H 0.414 -1.396 2.241  0.229
H -2.878 1.307 1.523  0.218
H 1.224 -2.776 -1.554  0.246
H -0.423 -2.971 -2.039  0.245
H 0.542 2.294 -2.886  0.224
H -0.850 1.826 -1.888  0.207
H 0.007 3.278 -1.496  0.227
H 1.514 0.195 -2.787  0.226
H 2.234 -0.403 -1.237  0.210
H 0.138 2.142 0.759  0.224
H 1.270 0.836 1.033  0.216
H -0.719 -0.459 -2.203  0.175
H -1.495 0.539 -0.268  0.169

Output
**SMILES string**: C[C@]1(O)C[C@@H](CSC#N)O[C@@H](c2ccc(F)cc2)C1
**Energy relative to the best compared isomer or geometry (same formula, charge and spin)**: 0.0 kJ/mol
**HOMO-LUMO gap**: 9.55 eV
**HOMO**: -9.27 eV
**Maximum force**: 2.4 eV/Å